Formula: CH4N4OS
Source: the OMol25 dataset
Level of theory: ωB97M-V/def2-TZVPD

Structure (XYZ):
```
11
Properties=species:S:1:pos:R:3:nbo_charge:R:1
S -0.1658 0.5259 0.0497 1.422
O 0.2383 -0.5450 -0.8447 -0.894
N 3.8163 -0.4607 -0.6262 -0.118
N 2.7247 -2.1089 -1.7920 -0.551
N 3.1889 -1.2105 -1.1752 0.269
N -1.6366 0.3561 0.4190 -0.703
C -2.3176 1.2414 1.2992 -0.447
H 1.7304 -2.1801 -1.9286 0.400
H -2.6909 0.6613 2.1457 0.221
H -3.1863 1.6531 0.7820 0.220
H -1.7014 2.0674 1.6710 0.182
```

As for the highest occupied orbital energy: -9.7 eV. The LUMO energy is -0.81 eV. Its net charge is 0. Its largest force on an atom is 3.36 eV Å⁻¹. The calculation puts the HOMO-LUMO gap at 8.94 eV.

Formula: CH4N4S
Source: the OMol25 dataset
Level of theory: ωB97M-V/def2-TZVPD

Structure (XYZ):
```
10
Properties=species:S:1:pos:R:3:nbo_charge:R:1
S 0.1644 1.0607 -0.3157 1.103
N 1.0216 0.5052 1.0917 -0.483
N 0.8256 -0.0735 -1.2598 -0.714
N 1.6402 -0.5430 0.7969 0.032
N 1.5171 -0.9102 -0.4217 -0.201
C -1.5599 0.4874 0.1611 -0.840
H -1.5618 -0.5876 0.3023 0.230
H 1.9983 -1.7079 -0.8075 0.415
H -1.8057 0.9960 1.0854 0.231
H -2.2398 0.7728 -0.6326 0.227
```

As for the highest occupied orbital energy: -7.8 eV. The LUMO energy is 0.96 eV. Its net charge is 0. Its largest force on an atom is 1.73 eV Å⁻¹. The calculation puts the HOMO-LUMO gap at 8.72 eV.

Formula: CH4N4S
Source: the OMol25 dataset
Level of theory: ωB97M-V/def2-TZVPD

Structure (XYZ):
```
10
Properties=species:S:1:pos:R:3:nbo_charge:R:1
S 0.1116 -0.9972 0.5610 1.073
N 0.9390 -0.9024 -0.8469 -0.656
N 1.6854 0.2433 -0.8743 -0.017
N 0.7352 0.5980 1.2175 -0.556
N 1.4868 0.9500 0.1814 -0.139
C -1.5845 -0.4937 0.0700 -0.871
H -1.7005 0.6569 0.2927 0.269
H -2.3044 -1.3024 0.2776 0.242
H -1.3802 -0.4867 -1.0385 0.252
H 2.0117 1.7343 0.1594 0.402
```

As for the highest occupied orbital energy (spin up / spin down): -7.7 / -7.7 eV. The LUMO energy (spin up / spin down) is 0.68 / 0.68 eV. Its net charge is 0. Its largest force on an atom is 3.94 eV Å⁻¹. The calculation puts the HOMO-LUMO gap (spin up / spin down) at 8.36 / 8.36 eV.

Formula: CH4N5
Source: the OMol25 dataset
Level of theory: ωB97M-V/def2-TZVPD

Structure (XYZ):
```
10
Properties=species:S:1:pos:R:3:nbo_charge:R:1
N -3.7371 -0.3211 -0.1379 0.154
N -0.0866 1.2200 -0.3960 -0.149
N -2.7102 -0.3750 0.2309 -0.101
N -0.1119 0.1670 0.6578 -0.487
N 1.9450 -0.2637 -0.6686 -0.744
C 0.7699 0.3101 -0.4744 0.589
H -1.0406 -0.3579 0.7822 0.453
H 2.3457 -0.2129 -1.5449 0.435
H 2.4660 -0.7110 -0.0120 0.438
H 0.1599 0.5446 1.5630 0.412
```

As for the highest occupied orbital energy: -16.1 eV. The LUMO energy is -4.07 eV. Its net charge is +1. Its largest force on an atom is 3.90 eV Å⁻¹. The calculation puts the HOMO-LUMO gap at 12.00 eV.

Formula: CH4N5O
Source: the OMol25 dataset
Level of theory: ωB97M-V/def2-TZVPD

Structure (XYZ):
```
11
Properties=species:S:1:pos:R:3:nbo_charge:R:1
O -2.4598 -0.4365 -0.4434 -0.620
N -0.1676 -0.5660 -0.1214 -0.340
N 2.1519 0.1559 0.1439 -0.578
N 0.7999 0.3599 0.0378 0.177
N -1.0294 1.4233 -0.0567 -0.235
N 0.2649 1.5356 0.0826 0.119
C -1.3081 0.1270 -0.1902 0.662
H 2.3764 -0.2162 1.0628 0.401
H -3.1077 -0.3529 0.2725 0.544
H 2.4761 -0.4680 -0.5885 0.399
H 0.0035 -1.5622 -0.1995 0.472
```

As for the highest occupied orbital energy: -16.2 eV. The LUMO energy is -4.98 eV. Its net charge is +1. The SMILES is Nn1nnc(O)[nH+]1. Its largest force on an atom is 0.47 eV Å⁻¹. The calculation puts the HOMO-LUMO gap at 11.26 eV.

Formula: CH4N5O3
Source: the OMol25 dataset
Level of theory: ωB97M-V/def2-TZVPD

Structure (XYZ):
```
13
Properties=species:S:1:pos:R:3:nbo_charge:R:1
O -2.7900 -0.7865 -2.1440 -0.505
O -1.4536 -1.6553 -0.6601 -0.579
O -1.5648 0.7791 0.5212 -0.324
N 0.6732 -0.8412 0.8166 -0.857
N -2.1680 0.5045 -0.5939 -0.157
N 2.3252 0.8116 0.4281 -0.865
N 0.1094 1.3485 0.2558 -0.312
N -2.1434 -0.7082 -1.1060 0.554
C 0.9284 0.4300 0.5413 0.478
H -0.3091 -1.1771 0.5169 0.446
H 2.4933 1.5053 -0.3551 0.376
H 2.6057 1.3804 1.2438 0.363
H 1.2938 -1.5911 0.5355 0.380
```

As for the highest occupied orbital energy (spin up / spin down): -3.7 / -3.7 eV. The LUMO energy (spin up / spin down) is 3.79 / 3.79 eV. Its net charge is -1. Its largest force on an atom is 3.45 eV Å⁻¹. The calculation puts the HOMO-LUMO gap (spin up / spin down) at 7.45 / 7.45 eV.

Formula: CH4NO
Source: the OMol25 dataset
Level of theory: ωB97M-V/def2-TZVPD

Structure (XYZ):
```
7
Properties=species:S:1:pos:R:3:nbo_charge:R:1
O -1.4484 -1.0836 -0.0094 -0.574
N -0.7652 -0.0274 -0.3718 -0.100
C 0.6954 -0.0556 -0.0926 -0.506
H 1.0287 0.7721 0.5567 0.201
H -1.5362 1.5441 0.7076 -0.354
H 0.9212 -1.0088 0.3880 0.164
H 1.1045 -0.1407 -1.1786 0.169
```

As for the highest occupied orbital energy (spin up / spin down): -1.5 / -2.0 eV. The LUMO energy (spin up / spin down) is 4.98 / 4.98 eV. Its net charge is -1. Its largest force on an atom is 2.41 eV Å⁻¹. The calculation puts the HOMO-LUMO gap (spin up / spin down) at 6.45 / 6.96 eV.

Formula: CH4NO2
Source: the OMol25 dataset
Level of theory: ωB97M-V/def2-TZVPD

Structure (XYZ):
```
8
Properties=species:S:1:pos:R:3:nbo_charge:R:1
O 0.3440 1.0765 -0.2362 -0.817
O -0.9871 -0.0069 2.1320 -0.988
N 0.4021 -0.7826 -1.6845 -1.004
C 0.5885 -0.1762 -0.3834 0.134
H 0.0083 -1.7650 -1.7193 0.378
H -1.1134 -0.7163 1.5234 0.462
H 0.3566 -0.0896 -2.4334 0.331
H -0.4522 0.5500 1.5546 0.504
```

As for the highest occupied orbital energy: -1.8 eV. The LUMO energy is 5.09 eV. Its net charge is -1. Its largest force on an atom is 3.07 eV Å⁻¹. The calculation puts the HOMO-LUMO gap at 6.91 eV.

Formula: CH4NO2
Source: the OMol25 dataset
Level of theory: ωB97M-V/def2-TZVPD

Structure (XYZ):
```
8
Properties=species:S:1:pos:R:3:nbo_charge:R:1
O 0.2538 -1.3266 -0.0430 -0.814
O 0.5525 0.6649 -1.8634 -0.998
N -0.5881 -0.0077 1.5283 -0.962
C -0.8125 -0.9840 0.4986 0.159
H 0.0449 0.7457 1.2375 0.330
H 1.4832 0.5460 -2.1192 0.441
H -1.3864 0.4271 1.9566 0.340
H 0.4525 -0.0654 -1.1954 0.504
```

As for the highest occupied orbital energy: -1.7 eV. The LUMO energy is 4.58 eV. Its net charge is -1. Its largest force on an atom is 1.06 eV Å⁻¹. The calculation puts the HOMO-LUMO gap at 6.33 eV.

Formula: CH4NO2P
Source: the OMol25 dataset
Level of theory: ωB97M-V/def2-TZVPD

Structure (XYZ):
```
9
Properties=species:S:1:pos:R:3:nbo_charge:R:1
P 0.8935 -0.1193 -0.7693 0.406
O -1.9513 0.7049 0.1927 -0.236
O -0.2836 1.7583 1.2065 -0.604
N -1.0170 1.3218 0.0737 0.342
C 0.2670 -1.6049 -0.1128 -0.750
H -0.2016 -1.4757 0.8616 0.211
H 0.1221 2.6479 0.9168 0.488
H 0.5920 -2.5103 -0.5162 0.211
H 1.5789 -0.7227 -1.8530 -0.067
```

As for the highest occupied orbital energy: -9.1 eV. The LUMO energy is -0.24 eV. Its net charge is 0. The SMILES is O=NO.C=P. Its largest force on an atom is 5.72 eV Å⁻¹. The calculation puts the HOMO-LUMO gap at 8.87 eV.

Table of energy relative to the best compared isomer or geometry (same formula, charge and spin) (kcal per mole), in record order: 5.38, 64.63, 89.76, 11.67, 0.00, 9.17, 100.88, 50.24, 44.09, 142.51
Table of electronic energy (Eh), in record order: -732.84784, -657.57267, -657.53262, -313.95655, -389.16741, -539.82375, -170.31927, -245.71753, -245.72734, -586.89785